Density functional theory data (ωB97M-V/def2-TZVPD) for a cluster of 2 separate species, CHFOS2 in total at a distorted geometry.

Results
Charge: 0
2S+1: 1
E_HOMO (spin up / spin down) (Ha): -0.30548 / -0.32443

Cartesian coordinates (Å):
C  2.9455  -0.1574  0.2201
O  1.4633  1.1143  0.8569
F  2.7892  -1.2948  0.8331
S  4.2225  0.2816  -0.5003
S  0.0668  0.4811  0.7498
H  -0.2621  1.3141  -0.1916

=====

Density functional theory data (ωB97M-V/def2-TZVPD) for an isolated molecule of C14H23NO2.

Results
Charge: 0
2S+1: 1
E_HOMO (Ha): -0.32515

Cartesian coordinates (Å):
C  1.0093  -4.4767  2.1864
C  0.2496  -3.8055  3.3335
C  -0.9486  -4.6558  3.7664
O  -0.1003  -2.4591  3.0601
C  -0.9211  -2.2183  1.9369
C  -1.3496  -0.7519  1.9597
C  -0.1539  0.2146  2.0090
N  0.8203  0.0959  0.9393
C  0.3556  0.3913  -0.4055
C  0.2658  1.9238  -0.5863
O  1.4449  2.5208  -0.1085
C  0.0470  2.2407  -2.0438
C  -1.2314  2.1861  -2.5844
C  -1.4332  2.4328  -3.9302
C  -0.3594  2.7420  -4.7483
C  0.9159  2.8026  -4.2136
C  1.1191  2.5480  -2.8691
H  1.8213  -3.8371  1.8474
H  0.3478  -4.6847  1.3481
H  1.4296  -5.4167  2.5328
H  0.9277  -3.6984  4.1895
H  -1.5884  -4.8972  2.9204
H  -0.5943  -5.5856  4.2025
H  -1.5335  -4.1196  4.5097
H  -1.8172  -2.8529  1.9592
H  -0.3775  -2.4363  1.0047
H  -1.9561  -0.5756  2.8484
H  -1.9669  -0.5576  1.0806
H  -0.5318  1.2399  2.0173
H  0.3854  0.0391  2.9422
H  1.2405  -0.8253  0.9758
H  1.1049  0.0154  -1.1077
H  -0.6123  -0.0623  -0.6625
H  -0.5967  2.3000  -0.0085
H  1.7476  1.9586  0.6213
H  -2.0729  1.9542  -1.9461
H  -2.4313  2.3883  -4.3415
H  -0.5184  2.9392  -5.7984
H  1.7562  3.0481  -4.8467
H  2.1074  2.6009  -2.4398

=====

> charge of number 1 (CHFOS2)?

0